Formula: C11H15OS2
Source: the Open Molecules 2025 dataset
Level of theory: ωB97M-V/def2-TZVPD

Last columns: bonded neighbours and bond lengths (Å).
Element x y z (Å)
1 S 3.488 3.595 1.965  C5 1.673
2 S 2.540 1.061 3.066  C5 1.749
3 O 1.906 2.006 0.542  C5 1.398, C14 1.443
4 C -1.401 -1.773 0.365  C7 1.566, C11 1.513, H15 1.076, H23 1.084
5 C 2.535 2.234 1.769  S1 1.673, S2 1.749, O3 1.398
6 C -1.378 0.877 0.182  C7 1.547, C9 1.518, C12 1.523, H27 1.099
7 C -1.447 -0.492 -0.536  C4 1.566, C6 1.547, C10 1.510, H19 1.057
8 C 0.550 -1.848 -1.120  C10 1.546, C11 1.537, H24 1.087, H29 1.089
9 C -0.749 1.664 -0.953  C6 1.518, C13 1.542, H22 1.090, H25 1.094
10 C -0.197 -0.520 -1.382  C7 1.510, C8 1.546, C13 1.539, H16 1.106
11 C -0.426 -2.714 -0.309  C4 1.513, C8 1.537, H17 1.078, H21 1.101
12 C -0.276 0.952 1.232  C6 1.523, C14 1.552, H20 1.081, H28 1.090
13 C 0.519 0.787 -0.996  C9 1.542, C10 1.539, C14 1.551, H26 1.111
14 C 1.062 0.839 0.455  O3 1.443, C12 1.552, C13 1.551, H18 1.110
15 H -1.089 -1.595 1.379  C4 1.076
16 H -0.456 -0.450 -2.455  C10 1.106
17 H 0.057 -3.298 0.457  C11 1.078
18 H 1.665 -0.032 0.786  C14 1.110
19 H -2.279 -0.558 -1.185  C7 1.057
20 H -0.344 1.910 1.726  C12 1.081
21 H -0.974 -3.365 -1.010  C11 1.101
22 H -1.279 1.674 -1.905  C9 1.090
23 H -2.385 -2.224 0.424  C4 1.084
24 H 0.879 -2.332 -2.036  C8 1.087
25 H -0.526 2.686 -0.632  C9 1.094
26 H 1.265 1.111 -1.753  C13 1.111
27 H -2.363 1.287 0.445  C6 1.099
28 H -0.351 0.200 2.018  C12 1.090
29 H 1.455 -1.683 -0.538  C8 1.089

As for the total charge: -1. The value obtained for the frontier orbital gap is 0.224 Eh. As for the structure (SMILES): S=C([S-])O[C@H]1C[C@H]2C[C@@H]1[C@H]1CCC[C@@H]21. As for the spin multiplicity: 1. As for the relative energy (zero: lowest compared OMol25 entry of this formula, charge and spin): 6.67 kcal/mol. Its highest occupied orbital energy is -3.039 eV. As for the total energy: -1299.81272 Eh.